[1]
Below is one molecule with the formula C4H9IS2 in a non-equilibrium geometry, with properties calculated with wB97M-V/def2-TZVPD.

Element x y z (Å)
C (1.858849, 0.106734, 0.852817)
C (0.685153, 0.530265, 0.029689)
S (-0.083500, 1.960815, 0.974991)
C (-0.220170, -0.542425, -0.299177)
S (-0.881297, -1.403403, 1.098098)
C (-1.699020, 0.093937, -1.241266)
I (-1.315826, 0.668723, -3.209021)
H (2.439296, -0.576357, 0.172855)
H (2.282167, 0.991451, 1.157248)
H (1.469847, -0.422877, 1.782478)
H (0.973073, 0.846337, -1.084212)
H (0.101501, 1.234676, 2.145639)
H (0.121198, -1.368627, -0.906680)
H (-1.375214, -2.416028, 0.380237)
H (-2.475717, -0.711106, -1.091580)
H (-1.880338, 1.007885, -0.762115)

Atoms 1-2, force components in eV/Å:
-1.022 -2.975 -0.625
0.597 2.191 -2.284

Energy above the lowest of the compared OMol25 structures with the same formula, charge and spin = 0.0 kcal per mole
Multiplicity = 1
SMILES = C[C@H](S)[C@@H](S)CI
Energy = -1251.802731 a.u.


[2]
Below is one molecule with the formula C21H29N3O4, with properties calculated with wB97M-V/def2-TZVPD.

Element x y z (Å)
O (2.630760, -2.507131, -1.876302)
C (1.569350, -1.931872, -1.736274)
N (1.339006, -0.672759, -2.144934)
C (2.383634, 0.200362, -2.624151)
C (2.156081, 1.599430, -2.059270)
O (2.240830, 1.512681, -0.650413)
C (1.705299, 2.499314, 0.110495)
C (1.701939, 2.265294, 1.487676)
C (1.171390, 3.195821, 2.355545)
C (0.636833, 4.379667, 1.870481)
C (0.653054, 4.621801, 0.509248)
C (1.183084, 3.694529, -0.372888)
C (0.371717, -2.572393, -1.040001)
C (0.010499, -3.940070, -1.626247)
C (-0.574985, -4.873770, -0.551794)
C (-1.261882, -4.140779, 0.583419)
O (-2.363282, -4.433642, 1.006810)
N (-0.500857, -3.157447, 1.129311)
C (-1.047788, -2.340145, 2.187212)
C (-1.805411, -1.099287, 1.689075)
C (-0.885036, 0.078206, 1.349902)
N (-1.602654, 1.202268, 0.806324)
C (-2.445165, 2.047151, 1.621000)
C (-2.698733, 3.271209, 0.734597)
C (-2.483701, 2.743705, -0.682720)
C (-1.588914, 1.534243, -0.492845)
O (-0.972651, 0.948499, -1.366260)
C (0.710877, -2.775697, 0.444324)
H (0.445398, -0.228600, -1.963236)
H (3.341231, -0.209473, -2.292061)
H (2.379594, 0.251286, -3.719518)
H (2.908970, 2.298698, -2.446797)
H (1.155669, 1.936493, -2.357199)
H (2.133634, 1.344328, 1.847755)
H (1.177258, 3.000834, 3.418303)
H (0.222699, 5.109634, 2.549859)
H (0.254960, 5.548572, 0.120852)
H (1.194558, 3.918497, -1.427894)
H (-0.489125, -1.901091, -1.106155)
H (-0.706877, -3.809931, -2.437088)
H (0.912830, -4.391159, -2.043746)
H (-1.291314, -5.568208, -0.990032)
H (0.227331, -5.463305, -0.101278)
H (-1.751383, -2.980134, 2.726043)
H (-0.240363, -2.046635, 2.863458)
H (-2.390356, -1.377183, 0.810630)
H (-2.502273, -0.787214, 2.469212)
H (-0.354393, 0.405334, 2.250633)
H (-0.154096, -0.203215, 0.590946)
H (-3.379743, 1.528606, 1.868173)
H (-1.931205, 2.303047, 2.551102)
H (-1.962631, 4.043609, 0.956513)
H (-3.694147, 3.683949, 0.883332)
H (-3.415466, 2.405683, -1.141287)
H (-2.021536, 3.467680, -1.350832)
H (1.114775, -1.869571, 0.895306)
H (1.472896, -3.558764, 0.529464)

Atoms 1-2, force components in eV/Å:
0.384 -0.277 0.055
-0.663 0.014 0.009

Energy above the lowest of the compared OMol25 structures with the same formula, charge and spin = 4.2 kcal per mole
Multiplicity = 1
SMILES = O=C(NCCOc1ccccc1)[C@H]1CCC(=O)N(CCCN2CCCC2=O)C1
Energy = -1282.925789 a.u.


[3]
Below is C11H17CaF4NNaO5 as an isolated structure in a non-equilibrium geometry, with properties calculated with wB97M-V/def2-TZVPD.

Element x y z (Å)
C (1.435928, 0.603100, -2.675392)
C (0.686959, 0.790758, -4.009557)
N (-0.564996, 0.002587, -4.124038)
C (-1.492703, 0.090627, -3.180167)
C (-2.073649, 1.165041, -2.489148)
C (-1.773290, 2.624346, -2.671340)
F (-1.732202, 2.928464, -3.963837)
F (-0.625096, 2.975635, -2.092026)
F (-2.735467, 3.364767, -2.108343)
C (-2.975914, 0.604261, -1.580986)
O (-3.599219, 1.258269, -0.689875)
O (-3.104541, -0.749236, -1.720973)
C (-2.108761, -1.156204, -2.681473)
O (-1.899837, -2.285047, -2.948270)
H (1.641442, 1.569422, -2.224638)
H (0.944109, -0.080516, -1.985560)
H (2.413103, 0.171734, -2.883098)
H (0.500490, 1.840576, -4.215591)
H (1.338398, 0.460072, -4.812946)
H (-0.384424, -0.969590, -4.360256)
Ca (-2.651756, 1.708749, 1.081676)
C (3.307402, -0.860831, 4.080912)
C (1.837668, -0.536681, 4.179134)
O (1.153218, -0.490438, 2.927376)
C (1.065908, -1.670353, 2.153434)
C (0.295436, -2.801608, 2.805778)
H (3.788328, -0.123741, 3.421208)
H (3.767306, -0.812258, 5.066769)
H (3.524517, -1.892469, 3.674604)
H (1.739072, 0.472429, 4.588538)
H (1.326802, -1.212037, 4.868672)
H (2.062220, -1.995030, 1.842436)
H (0.526679, -1.372729, 1.237689)
H (0.785350, -3.139195, 3.716813)
H (0.226497, -3.651893, 2.123855)
H (-0.721446, -2.470363, 3.058771)
O (-1.541171, 4.705694, 2.098081)
H (-1.817808, 5.357015, 1.441227)
F (2.745601, -3.203028, 4.121553)
Na (-5.310152, -1.220299, -1.071012)

Atoms 1-2, force components in eV/Å:
0.355 0.016 -0.406
0.490 0.311 -0.418

Multiplicity = 1
Energy = -2099.203660 a.u.
Charge = +1


[4]
Below is an isolated ion of composition C20H29N2O5 and charge +1, with properties calculated with wB97M-V/def2-TZVPD.

Element x y z (Å)
C (-0.310802, -4.023634, -1.712986)
C (-1.605593, -3.344651, -1.300750)
O (-1.348188, -2.090071, -0.642229)
C (-1.084365, -2.134589, 0.664916)
O (-1.067501, -3.121129, 1.338038)
C (-0.813507, -0.733570, 1.228685)
C (-1.890637, -0.365791, 2.257272)
C (-3.319003, -0.386196, 1.692386)
C (-3.541509, 0.656778, 0.629990)
C (-3.578922, 2.005778, 0.966720)
C (-3.733690, 2.972119, -0.011632)
C (-3.849876, 2.604904, -1.342994)
C (-3.824003, 1.265360, -1.691524)
C (-3.665811, 0.295968, -0.711752)
N (-0.745681, 0.278284, 0.152949)
C (0.472866, 0.253172, -0.682383)
C (0.126128, 0.655606, -2.110850)
C (1.351019, 1.350772, -0.028526)
O (0.741388, 2.200106, 0.616961)
N (2.655723, 1.378900, -0.243839)
C (3.469233, 2.461432, 0.312999)
C (4.877930, 1.883822, 0.376004)
C (4.885712, 0.886577, -0.780651)
C (3.482985, 0.278443, -0.701397)
C (3.395419, -0.870962, 0.317067)
O (2.467085, -0.994369, 1.075146)
O (4.411119, -1.702552, 0.235582)
H (-0.542289, -4.945979, -2.236151)
H (0.267485, -3.381927, -2.374347)
H (0.282649, -4.264040, -0.834074)
H (-2.213730, -3.086082, -2.169171)
H (-2.172927, -3.986844, -0.621923)
H (0.162312, -0.772043, 1.728038)
H (-1.824854, -1.090983, 3.069153)
H (-1.664514, 0.620508, 2.666685)
H (-3.540405, -1.378906, 1.296657)
H (-4.005914, -0.203804, 2.520521)
H (-3.506927, 2.298253, 2.003488)
H (-3.774203, 4.013633, 0.265974)
H (-3.979533, 3.358865, -2.103292)
H (-3.939121, 0.971181, -2.723767)
H (-3.683845, -0.750228, -0.985657)
H (-1.625516, 0.238672, -0.395856)
H (-0.649157, 1.252027, 0.592482)
H (0.930403, -0.733241, -0.648714)
H (1.020651, 0.709098, -2.724872)
H (-0.547256, -0.075711, -2.551484)
H (-0.351783, 1.633183, -2.123842)
H (3.071413, 2.760321, 1.283526)
H (3.414271, 3.319120, -0.362912)
H (5.639272, 2.651159, 0.269329)
H (5.035541, 1.366157, 1.322570)
H (5.660715, 0.130139, -0.692050)
H (5.005762, 1.406817, -1.730566)
H (3.149392, -0.113116, -1.668117)
H (4.347516, -2.428186, 0.880344)

Atoms 1-2, force components in eV/Å:
-0.204 0.282 0.201
-0.026 -0.605 -0.187

Multiplicity = 1
SMILES = CCOC(=O)[C@H](CCc1ccccc1)[NH2+][C@@H](C)C(=O)N1CCC[C@H]1C(=O)O
Energy = -1265.083475 a.u.
Charge = +1


[5]
Below is a 2-piece molecular cluster, C35H54ClN2O5S3 overall in a non-equilibrium geometry, with properties calculated with wB97M-V/def2-TZVPD.

Element x y z (Å)
C (7.069451, -1.211226, 4.283772)
C (6.040638, -1.876260, 3.358231)
C (4.724948, -1.087021, 3.179914)
C (4.554019, -0.275541, 1.866895)
C (5.916160, 0.334967, 1.496922)
C (3.865651, -1.071095, 0.734056)
Cl (4.611694, -2.683853, 0.532007)
C (2.424472, -1.409186, 1.197714)
C (1.522739, -0.209904, 1.385154)
N (1.555189, 0.730680, 0.213884)
C (0.538646, 0.343434, -0.833267)
C (-0.761929, 1.146335, -0.705359)
C (-1.984820, 0.281280, -0.452615)
S (-2.354227, -0.715852, -1.926148)
C (-4.116248, -0.883943, -1.847688)
S (-4.939178, -0.714750, -3.226568)
N (-4.620724, -1.208166, -0.579687)
C (-5.930661, -0.680868, -0.291794)
C (-6.967276, -1.462207, 0.206917)
C (-8.213879, -0.898526, 0.489636)
C (-8.442209, 0.455249, 0.288860)
C (-7.393480, 1.240743, -0.191256)
C (-6.155717, 0.686514, -0.469171)
C (-4.424534, -2.610782, -0.233740)
C (-4.047675, -2.891483, 1.081592)
C (-3.887740, -4.209531, 1.491186)
C (-4.110114, -5.234966, 0.577140)
C (-4.467951, -4.952221, -0.739816)
C (-4.634331, -3.630183, -1.150067)
C (2.921834, 0.954460, -0.345036)
C (3.679403, -0.342314, -0.613892)
C (4.872228, 0.000858, -1.511536)
C (5.610334, -1.176579, -2.180934)
C (7.000818, -1.443250, -1.581564)
C (7.982987, -1.860621, -2.651647)
O (8.569059, -1.056704, -3.298355)
O (8.132670, -3.190553, -2.862955)
C (8.908797, -3.839337, -1.833394)
C (10.283338, -4.179908, -2.360697)
H (7.734882, -0.575634, 3.702096)
H (6.566670, -0.553666, 4.987912)
H (7.684981, -1.941714, 4.793552)
H (6.489331, -2.169109, 2.417652)
H (5.769462, -2.816270, 3.837114)
H (4.691607, -0.354817, 3.984607)
H (3.895795, -1.765624, 3.357603)
H (3.933533, 0.576939, 2.135393)
H (5.756229, 1.209198, 0.870849)
H (6.356404, 0.731064, 2.405129)
H (6.579679, -0.369139, 1.014088)
H (1.997861, -2.000923, 0.384725)
H (2.420513, -2.055893, 2.063567)
H (1.745679, 0.344442, 2.292609)
H (0.496109, -0.548606, 1.483880)
H (1.242276, 1.632588, 0.568471)
H (0.331698, -0.719130, -0.761067)
H (0.978193, 0.543869, -1.802109)
H (-0.911472, 1.724179, -1.613052)
H (-0.720668, 1.886451, 0.097244)
H (-1.829696, -0.356959, 0.415464)
H (-2.832702, 0.932168, -0.268885)
H (-6.840627, -2.517930, 0.390706)
H (-8.990627, -1.545150, 0.864440)
H (-9.408620, 0.879596, 0.505094)
H (-7.550092, 2.297775, -0.339821)
H (-5.352926, 1.310147, -0.833436)
H (-3.900922, -2.068627, 1.764403)
H (-3.605272, -4.400120, 2.513335)
H (-4.007050, -6.262439, 0.894287)
H (-4.639333, -5.746179, -1.446997)
H (-4.935846, -3.434100, -2.165689)
H (2.825107, 1.492724, -1.282009)
H (3.480905, 1.602985, 0.322778)
H (3.013913, -0.971104, -1.210089)
H (4.454692, 0.581735, -2.335587)
H (5.610569, 0.648052, -1.055180)
H (5.021914, -2.086427, -2.109889)
H (5.764020, -0.969042, -3.235298)
H (7.431749, -0.554680, -1.131551)
H (6.989772, -2.216407, -0.816766)
H (8.988163, -3.218870, -0.941588)
H (8.365172, -4.741310, -1.564324)
H (10.714586, -3.292522, -2.818550)
H (10.927149, -4.535690, -1.564312)
H (10.198127, -4.931143, -3.139722)
O (-9.768479, 5.247237, -0.222764)
S (-8.543218, 5.725607, -0.783633)
O (-7.285943, 5.331659, -0.220989)
O (-8.606762, 7.307783, -0.877737)
C (-8.915655, 8.046414, 0.326158)
C (-7.751869, 8.104636, 1.294775)
C (-8.516897, 5.396660, -2.512042)
H (-9.805543, 7.623152, 0.793788)
H (-9.169955, 9.047254, -0.015341)
H (-7.518860, 7.119952, 1.697154)
H (-7.996560, 8.763621, 2.127672)
H (-6.857205, 8.478004, 0.796568)
H (-9.459027, 5.717920, -2.946610)
H (-8.389507, 4.322467, -2.628839)
H (-7.677741, 5.925216, -2.955956)

Atoms 1-2, force components in eV/Å:
-0.101 0.422 -0.846
-0.179 -0.388 0.708

Multiplicity = 1
Energy = -3506.248211 a.u.
Charge = +1


The following LUMO values (in eV) correspond, in order, to the records above: 0.5 0.6 -7.1 -2.1 -2.8.
The following frontier orbital gap values (in eV) correspond, in order, to the records above: 9.28 9.44 1.64 10.05 7.43.